(1)
{"formula": "F3HN2O2S", "method": "the ωB97M-V functional and the def2-TZVPD basis", "elements": ["N", "N", "O", "O", "F", "F", "F", "S", "H"], "positions_angstrom": [[1.65, -0.70, 0.26], [-1.72, -0.38, -0.15], [-1.01, 1.90, 0.99], [-0.64, 1.66, -1.51], [2.76, -0.29, 0.90], [-1.64, -0.93, 1.08], [-0.98, -1.32, -0.88], [-0.50, 1.15, -0.12], [2.09, -1.10, -0.57]], "lowdin_charge": [0.09, -0.08, -0.34, -0.37, -0.09, -0.02, -0.07, 0.83, 0.06], "multiplicity": 1, "relative_energy_kj_mol": 248.4}



(2)
{"formula": "C4H13BrN2Si", "method": "the ωB97M-V functional and the def2-TZVPD basis", "elements": ["C", "C", "C", "C", "N", "N", "Si", "Br", "H", "H", "H", "H", "H", "H", "H", "H", "H", "H", "H", "H", "H"], "positions_angstrom": [[0.85, -2.15, 1.78], [0.73, -1.98, -0.63], [0.63, 1.66, -0.12], [-1.71, 1.99, -0.56], [0.20, -1.53, 0.65], [-0.71, 1.11, -0.01], [-1.04, -0.37, 0.73], [0.76, 3.15, -3.43], [0.38, -1.82, 2.71], [0.78, -3.24, 1.71], [1.91, -1.88, 1.80], [1.81, -1.80, -0.68], [0.56, -3.06, -0.74], [0.25, -1.46, -1.45], [0.81, 1.97, -1.15], [0.73, 2.54, 0.51], [1.38, 0.93, 0.17], [-1.67, 2.96, -0.06], [-1.51, 2.15, -1.62], [-2.71, 1.58, -0.43], [-2.44, -0.74, 0.82]], "lowdin_charge": [-0.12, -0.10, -0.12, -0.11, -0.36, -0.32, 0.90, -0.63, 0.08, 0.09, 0.09, 0.10, 0.09, 0.08, -0.06, 0.10, 0.08, 0.10, 0.05, 0.07, -0.01], "multiplicity": 1, "relative_energy_kj_mol": 232.6}



(3)
{"formula": "C3H2O3", "method": "the ωB97M-V functional and the def2-TZVPD basis", "elements": ["C", "C", "O", "H", "H", "O", "C", "O"], "positions_angstrom": [[1.60, 0.56, -0.65], [1.09, -0.61, -0.38], [0.91, 0.79, 0.39], [1.91, 1.29, -1.31], [0.66, -1.51, 0.12], [-2.47, -0.10, -0.43], [-2.01, -0.14, 0.60], [-1.69, -0.27, 1.66]], "lowdin_charge": [-0.22, 0.11, -0.06, 0.10, 0.11, 0.23, -0.52, 0.25], "multiplicity": 1, "relative_energy_kj_mol": 405.0, "smiles": "C1=CO1.O=C=O"}



(4)
{"formula": "C29H18Cl7F6HgN5O4S2Se4", "method": "the ωB97M-V functional and the def2-TZVPD basis", "elements": ["Hg", "Se", "Se", "C", "C", "C", "C", "C", "N", "C", "C", "C", "C", "C", "N", "H", "H", "H", "H", "H", "H", "H", "H", "Se", "Se", "C", "C", "C", "C", "C", "N", "C", "C", "C", "C", "C", "N", "H", "H", "H", "H", "H", "H", "H", "H", "Cl", "C", "C", "C", "Cl", "C", "Cl", "C", "Cl", "C", "Cl", "Cl", "C", "Cl", "H", "H", "F", "C", "F", "F", "S", "O", "O", "N", "S", "O", "O", "C", "F", "F", "F"], "positions_angstrom": [[0.04, -0.16, -0.35], [2.40, -0.65, 3.43], [2.94, -0.44, 1.18], [2.69, -2.32, 0.70], [3.61, -2.94, -0.13], [3.38, -4.26, -0.49], [2.27, -4.91, 0.01], [1.42, -4.21, 0.86], [1.62, -2.93, 1.19], [0.51, -0.39, 3.62], [0.06, -0.37, 4.94], [-1.27, -0.12, 5.18], [-2.11, 0.11, 4.10], [-1.57, 0.06, 2.83], [-0.29, -0.20, 2.58], [4.48, -2.39, -0.48], [4.07, -4.77, -1.15], [2.05, -5.94, -0.25], [0.54, -4.67, 1.28], [0.77, -0.54, 5.74], [-1.65, -0.10, 6.19], [-3.16, 0.33, 4.23], [-2.19, 0.26, 1.97], [-0.74, 2.27, -0.39], [-2.39, 3.70, 1.51], [-0.78, 3.98, 2.52], [-0.75, 5.03, 3.45], [0.42, 5.27, 4.15], [1.52, 4.44, 3.94], [1.38, 3.41, 3.02], [0.26, 3.19, 2.33], [-2.16, 1.91, -1.63], [-2.79, 2.96, -2.29], [-3.80, 2.68, -3.18], [-4.19, 1.36, -3.38], [-3.53, 0.38, -2.66], [-2.53, 0.64, -1.81], [-1.63, 5.64, 3.59], [0.48, 6.09, 4.84], [2.46, 4.60, 4.45], [2.20, 2.72, 2.84], [-2.47, 3.98, -2.10], [-4.29, 3.48, -3.73], [-4.98, 1.10, -4.07], [-3.80, -0.67, -2.76], [-2.29, -2.24, 0.46], [-1.22, -2.92, -0.73], [-0.17, -2.15, -1.23], [0.66, -2.77, -2.15], [1.98, -1.93, -2.86], [0.48, -4.10, -2.54], [1.58, -4.86, -3.64], [-0.58, -4.84, -2.03], [-0.82, -6.48, -2.50], [-1.45, -4.24, -1.12], [-2.76, -5.15, -0.46], [0.34, 0.81, -4.07], [-0.71, -0.03, -5.19], [-1.41, 1.04, -6.43], [-1.53, -0.46, -4.63], [-0.12, -0.79, -5.70], [4.55, 2.56, -0.12], [3.97, 2.82, -1.29], [4.79, 3.51, -2.06], [2.88, 3.56, -1.06], [3.40, 1.22, -2.12], [2.02, 1.15, -1.69], [3.68, 1.37, -3.52], [4.17, 0.02, -1.41], [5.75, -0.17, -1.49], [6.19, -0.92, -0.35], [6.47, 1.00, -1.91], [5.96, -1.38, -2.86], [7.25, -1.75, -2.90], [5.22, -2.47, -2.63], [5.63, -0.87, -4.04]], "lowdin_charge": [0.90, 0.68, 0.67, -0.63, -0.11, -0.07, -0.07, -0.15, 0.04, -0.67, -0.13, -0.07, -0.06, -0.19, 0.03, 0.06, 0.11, 0.11, 0.11, 0.09, 0.11, 0.10, 0.07, 0.64, 0.59, -0.75, -0.14, -0.09, -0.08, -0.14, -0.01, -0.70, -0.11, -0.08, -0.08, -0.17, 0.01, 0.09, 0.10, 0.10, 0.09, 0.10, 0.11, 0.10, 0.11, 0.68, -0.72, -0.30, -0.70, 0.74, -0.72, 0.68, -0.72, 0.67, -0.72, 0.66, 0.60, -1.01, 0.49, 0.01, 0.02, 0.12, -0.66, 0.15, 0.12, 0.53, -0.52, -0.28, -0.37, 0.57, -0.29, -0.27, -0.67, 0.13, 0.10, 0.15], "charge": -1, "multiplicity": 2, "relative_energy_kj_mol": 33.6}